# 1
This record from the Open Molecules 2025 dataset describes a 2-piece molecular cluster, C2H7N2O overall. The level of theory is ωB97M-V/def2-TZVPD.

```
12
Properties=species:S:1:pos:R:3:forces:R:3
C 1.84378 0.54889 0.15641 2.866 6.989 -0.177
C -2.66922 0.15180 0.04957 0.717 -0.034 0.763
N 1.02072 -0.44351 0.50817 0.128 -1.213 4.095
N -1.48780 -0.26988 -0.18984 -0.802 0.423 0.538
O 2.02152 -0.63918 -0.53608 -1.470 -0.664 -4.096
H 1.67193 1.43777 -0.54490 -0.873 -1.509 0.778
H 2.71629 0.91095 0.76541 -0.827 -1.079 0.031
H -3.61219 -0.21654 -0.23182 -0.792 -1.546 -1.439
H -2.97738 0.94510 0.73081 1.501 0.590 0.138
H 2.81183 -1.01935 -0.23005 1.882 -2.012 1.259
H 0.01710 -0.28696 0.27682 -1.281 -0.304 -1.746
H -1.35658 -1.11909 -0.75451 -1.051 0.360 -0.145
```
Positions in Å, forces in eV/Å.

E_LUMO in eV: -4.10
Maximum force in eV Å⁻¹: 7.56
2S+1: 1
Net charge: +1
Total energy in eV: -7202.4502
Molar mass in g mol⁻¹: 75.09
Relative energy (zero: lowest compared OMol25 entry of this formula, charge and spin) in kcal per mole: 154.38

# 2
This record from the Open Molecules 2025 dataset describes a 2-piece molecular cluster, C2H7N2O overall. The level of theory is ωB97M-V/def2-TZVPD.

```
12
Properties=species:S:1:pos:R:3:forces:R:3
C 0.62434 -2.46597 0.33722 -1.385 2.946 4.283
C -0.85574 1.63371 -0.20518 -0.733 -1.953 -0.710
N 1.19026 -1.32696 0.59968 0.385 -0.821 1.031
N 0.42790 -3.59070 0.00122 -0.576 -4.624 -4.276
O 0.43347 1.06829 -0.57937 -0.157 0.679 -1.110
H -0.59972 2.55085 0.24172 -0.423 1.227 0.836
H -1.28934 0.89008 0.51672 0.170 1.031 -0.620
H -1.57090 1.78179 -1.08763 1.134 -0.328 1.164
H 1.18741 -1.05221 1.61543 -0.065 0.456 -1.344
H 1.25609 -0.69512 -0.16951 0.788 1.862 -0.716
H -0.30230 -4.31219 -0.17173 0.725 0.430 1.004
H 0.79160 1.74636 -1.19235 0.137 -0.904 0.457
```
Positions in Å, forces in eV/Å.

E_LUMO (spin up / spin down) in eV: -3.92 / -9.62
Maximum force in eV Å⁻¹: 6.32
2S+1: 3
Net charge: +1
Total energy in eV: -7201.1048
Molar mass in g mol⁻¹: 75.09
Relative energy (zero: lowest compared OMol25 entry of this formula, charge and spin) in kcal per mole: 50.96